Formula: C66H185N9O37
Source: OMol25
Level of theory: the ωB97M-V functional and the def2-TZVPD basis

The geometry in XYZ format:
```
297
Properties=species:S:1:pos:R:3
C -1.424 27.056 -6.893
O -0.810 25.905 -7.294
C 0.625 26.051 -7.507
C 1.215 24.723 -7.881
N 1.086 23.806 -6.712
C 1.424 22.383 -6.910
C 1.581 21.612 -5.524
O 2.026 20.284 -5.642
C 2.075 19.591 -4.412
H -1.164 27.365 -5.881
H -2.501 26.982 -7.046
H -1.061 27.762 -7.641
H 1.129 26.492 -6.647
H 0.811 26.803 -8.273
H 2.267 24.815 -8.150
H 0.705 24.274 -8.734
H 0.094 23.857 -6.529
H 2.291 22.292 -7.565
H 0.650 21.892 -7.501
H 0.583 21.601 -5.085
H 2.282 22.122 -4.863
H 2.686 20.181 -3.729
H 2.533 18.608 -4.527
H 1.147 19.491 -3.850
C 1.544 20.668 2.618
O 1.563 21.989 3.043
C 1.710 23.060 2.100
C 2.240 24.311 2.843
N 3.439 23.996 3.623
C 4.689 24.146 2.824
C 5.925 23.878 3.682
O 7.128 23.886 2.853
C 8.356 23.757 3.537
H 0.610 20.586 2.063
H 1.470 19.891 3.379
H 2.329 20.439 1.897
H 0.748 23.240 1.618
H 2.357 22.805 1.261
H 1.434 24.676 3.480
H 2.363 25.176 2.190
H 3.307 23.021 3.852
H 4.775 25.173 2.470
H 4.794 23.491 1.958
H 5.731 22.952 4.225
H 6.121 24.716 4.351
H 8.390 22.696 3.784
H 8.445 24.378 4.428
H 9.143 24.008 2.825
C -3.500 30.566 -13.223
O -3.030 31.288 -12.082
C -1.602 31.307 -11.998
C -1.074 32.093 -10.857
N -1.582 31.731 -9.553
C -0.995 30.452 -8.966
C 0.417 30.637 -8.442
O 0.822 29.384 -7.847
C 2.058 29.520 -7.225
H -4.516 30.763 -13.564
H -3.350 29.541 -12.884
H -2.932 30.770 -14.131
H -1.213 31.719 -12.929
H -1.255 30.274 -12.013
H -1.315 33.145 -11.011
H 0.016 32.122 -10.851
H -2.565 31.575 -9.727
H -1.036 29.658 -9.712
H -1.703 30.265 -8.158
H 0.357 31.324 -7.597
H 1.052 31.145 -9.167
H 2.499 28.575 -6.905
H 2.106 30.222 -6.393
H 2.785 29.889 -7.948
C 7.242 31.491 -9.341
O 7.084 30.097 -9.364
C 6.367 29.571 -10.496
C 6.220 28.098 -10.264
N 5.299 27.858 -9.091
C 4.968 26.550 -8.719
C 4.224 25.680 -9.870
O 3.091 26.484 -10.246
C 2.218 25.888 -11.156
H 8.105 31.837 -8.772
H 6.333 31.990 -9.005
H 7.425 31.869 -10.347
H 6.854 29.792 -11.446
H 5.400 30.073 -10.459
H 7.223 27.741 -10.028
H 5.902 27.530 -11.138
H 4.465 28.379 -9.321
H 4.279 26.654 -7.881
H 5.729 25.906 -8.279
H 3.929 24.740 -9.404
H 4.865 25.459 -10.723
H 2.650 25.738 -12.146
H 1.338 26.524 -11.252
H 1.894 24.912 -10.796
C -2.401 37.049 -4.414
O -1.621 36.048 -5.058
C -1.531 34.836 -4.263
C -0.658 33.828 -5.049
N 0.698 34.212 -4.872
C 1.674 33.170 -5.287
C 2.839 33.840 -5.921
O 2.403 34.712 -7.022
C 3.438 35.186 -7.803
H -2.130 37.979 -4.913
H -2.134 37.114 -3.359
H -3.488 37.035 -4.492
H -2.555 34.488 -4.130
H -1.049 35.046 -3.308
H -0.907 33.794 -6.110
H -0.823 32.862 -4.574
H 0.897 34.926 -5.559
H 1.209 32.596 -6.089
H 1.916 32.463 -4.494
H 3.457 33.002 -6.244
H 3.441 34.373 -5.185
H 3.957 34.359 -8.288
H 4.137 35.801 -7.237
H 2.918 35.775 -8.558
C 0.392 20.030 -1.023
O -0.065 21.131 -1.755
C -0.703 22.177 -0.987
C -1.306 23.169 -1.947
N -0.342 23.676 -2.872
C -0.890 24.468 -3.967
C -1.949 23.894 -4.941
O -1.690 22.632 -5.492
C -2.772 22.105 -6.195
H 0.868 19.289 -1.665
H -0.444 19.663 -0.430
H 1.173 20.348 -0.332
H -0.061 22.671 -0.258
H -1.543 21.802 -0.401
H -1.621 24.083 -1.444
H -2.192 22.734 -2.409
H 0.198 22.901 -3.230
H -0.047 24.737 -4.604
H -1.429 25.325 -3.563
H -2.182 24.658 -5.682
H -2.833 23.846 -4.305
H -2.755 22.382 -7.249
H -3.708 22.311 -5.677
H -2.628 21.028 -6.284
C -6.094 29.039 -3.241
O -4.779 29.015 -3.775
C -4.574 30.005 -4.781
C -3.070 30.099 -5.055
N -2.360 30.213 -3.800
C -0.954 29.876 -3.980
C -0.015 30.040 -2.764
O -0.109 28.838 -1.966
C 0.706 29.055 -0.783
H -6.185 28.348 -2.404
H -6.761 28.480 -3.898
H -6.336 30.068 -2.975
H -4.992 30.962 -4.469
H -5.166 29.700 -5.643
H -2.844 30.923 -5.731
H -2.761 29.177 -5.548
H -2.786 29.515 -3.207
H -0.476 30.500 -4.735
H -0.896 28.870 -4.394
H -0.244 30.916 -2.156
H 1.023 30.168 -3.070
H 1.614 29.629 -0.965
H 0.979 28.059 -0.436
H 0.115 29.613 -0.057
C 3.878 24.010 -0.523
O 4.606 24.862 -1.350
C 5.704 25.463 -0.604
C 6.904 24.588 -0.237
N 7.377 23.597 -1.254
C 8.488 22.859 -0.698
C 8.803 21.593 -1.562
O 7.825 20.608 -1.542
C 7.769 19.751 -2.685
H 4.309 23.084 -0.143
H 2.954 23.861 -1.082
H 3.481 24.504 0.363
H 5.303 25.919 0.302
H 5.932 26.326 -1.230
H 6.423 24.040 0.573
H 7.657 25.274 0.149
H 6.654 22.990 -1.614
H 8.271 22.458 0.293
H 9.377 23.481 -0.589
H 9.738 21.053 -1.414
H 8.842 21.871 -2.615
H 6.994 18.986 -2.666
H 8.712 19.203 -2.683
H 7.510 20.245 -3.621
C 4.613 18.980 4.476
O 4.994 19.770 3.371
C 6.356 19.618 3.001
C 6.809 20.418 1.797
N 6.246 19.944 0.560
C 4.813 20.320 0.377
C 4.411 20.433 -1.162
O 5.215 21.507 -1.696
C 4.658 22.014 -2.924
H 5.349 19.019 5.279
H 4.591 17.907 4.285
H 3.634 19.231 4.884
H 6.660 18.572 2.958
H 6.923 20.085 3.806
H 7.872 20.182 1.842
H 6.573 21.453 2.042
H 6.764 20.343 -0.210
H 4.537 21.264 0.845
H 4.184 19.537 0.801
H 3.382 20.786 -1.235
H 4.473 19.531 -1.770
H 5.350 22.807 -3.208
H 3.636 22.378 -2.821
H 4.661 21.246 -3.698
O 8.292 27.520 -5.379
H 9.095 27.980 -5.626
H 7.586 28.105 -5.656
O 4.270 23.684 -6.233
H 3.378 23.780 -6.567
H 4.291 24.226 -5.445
O 6.910 22.767 -6.784
H 7.467 23.335 -6.252
H 6.028 23.122 -6.672
O 5.075 28.071 1.661
H 5.165 28.634 0.892
H 4.132 27.935 1.751
O 8.269 24.726 -5.452
H 8.013 25.633 -5.620
H 8.525 24.716 -4.529
O 0.986 25.694 -1.316
H 0.556 25.072 -1.903
H 0.624 26.545 -1.561
O 7.554 29.326 -2.653
H 7.630 28.603 -3.275
H 6.764 29.129 -2.150
C 10.320 27.193 -2.870
C 9.468 26.159 -2.108
O 8.258 25.845 -2.709
O 10.582 26.702 -4.165
H 11.266 27.356 -2.353
H 9.901 28.196 -2.954
H 9.299 26.439 -1.068
H 9.967 25.189 -2.115
H 7.909 25.149 -2.147
H 9.690 26.623 -4.513
C 0.745 29.205 4.021
C 1.229 28.260 2.884
O 2.410 28.687 2.328
O 1.012 28.601 5.257
H -0.303 29.463 3.870
H 1.202 30.194 3.987
H 0.480 28.084 2.112
H 1.564 27.273 3.205
H 2.368 29.609 2.065
H 1.902 28.826 5.541
C -2.627 26.380 1.710
C -1.530 26.229 0.611
O -0.336 25.659 1.155
O -1.996 27.150 2.808
H -2.809 25.364 2.060
H -3.601 26.770 1.413
H -1.356 27.258 0.295
H -1.950 25.689 -0.238
H 0.350 25.826 0.504
H -1.169 26.736 3.065
C 6.484 31.354 -5.503
C 5.527 30.327 -6.193
O 6.153 29.055 -6.274
O 5.662 32.435 -4.907
H 7.371 31.634 -6.071
H 6.942 30.948 -4.601
H 5.301 30.675 -7.201
H 4.540 30.213 -5.744
H 6.140 28.791 -7.197
H 6.249 33.193 -4.858
C 5.017 30.372 -0.676
C 5.250 31.471 -1.682
O 4.267 31.450 -2.799
O 5.333 29.084 -1.200
H 4.047 30.386 -0.178
H 5.641 30.408 0.217
H 6.316 31.524 -1.903
H 4.983 32.429 -1.237
H 4.608 31.944 -3.548
H 4.648 28.670 -1.731
C 3.474 27.546 -3.932
C 4.358 26.391 -4.416
O 3.949 25.178 -3.909
O 3.555 27.746 -2.521
H 2.432 27.528 -4.250
H 3.902 28.395 -4.465
H 5.410 26.517 -4.158
H 4.206 26.281 -5.490
H 4.052 25.196 -2.954
H 3.276 26.927 -2.106
```

Output
Calculated total energy   -160593.7015 eV
Multiplicity   1
HOMO level   -8.36 eV


Formula: C66H45N5ORuS
Source: OMol25
Level of theory: the ωB97M-V functional and the def2-TZVPD basis

The geometry in XYZ format:
```
119
Properties=species:S:1:pos:R:3
Ru 0.229 -0.244 -0.513
C 3.150 -7.049 -2.372
C 3.494 -6.037 -3.256
C 3.051 -4.740 -3.044
C 2.257 -4.426 -1.941
C 1.919 -5.455 -1.059
C 2.355 -6.752 -1.273
C 1.828 -3.037 -1.656
C 2.272 -2.469 -0.433
C 3.286 -3.013 0.378
C 3.516 -2.120 1.398
C 2.629 -1.026 1.218
N 1.869 -1.256 0.091
C 2.639 0.126 2.017
C 1.889 1.308 1.737
C 1.679 2.362 2.647
C 0.714 3.185 2.090
C 0.377 2.626 0.845
C -0.560 3.136 -0.103
C -1.762 3.820 0.287
C -2.243 3.745 1.620
C -3.382 4.413 2.017
C -4.121 5.165 1.108
C -3.723 5.180 -0.225
C -2.586 4.513 -0.635
C -0.223 2.914 -1.507
N 0.035 1.690 -1.991
C 0.262 1.835 -3.342
C 0.396 0.759 -4.230
C 0.516 1.054 -5.678
C 1.591 1.828 -6.132
C 1.716 2.176 -7.467
C 0.783 1.733 -8.395
C -0.266 0.935 -7.966
C -0.401 0.600 -6.627
C 0.513 -0.578 -3.786
C 0.511 -1.712 -4.669
C 0.874 -2.793 -3.935
C 1.161 -2.315 -2.618
N 0.845 -0.965 -2.521
C 0.162 3.219 -3.687
C -0.127 3.894 -2.525
N 1.132 1.504 0.615
C 3.446 0.107 3.252
C 3.262 -0.877 4.228
C 4.008 -0.869 5.397
C 4.963 0.114 5.611
C 5.162 1.095 4.648
C 4.409 1.094 3.486
H 3.503 -8.060 -2.535
H 4.128 -6.254 -4.107
H 3.344 -3.954 -3.729
H 1.293 -5.224 -0.208
H 2.082 -7.535 -0.576
H 3.813 -3.931 0.178
H 4.262 -2.189 2.171
H 2.148 2.475 3.611
H 0.338 4.114 2.486
H -1.720 3.115 2.326
H -3.711 4.336 3.047
H -5.002 5.708 1.424
H -4.317 5.718 -0.954
H -2.320 4.520 -1.681
H 2.335 2.152 -5.417
H 2.548 2.795 -7.783
H 0.873 2.005 -9.439
H -0.996 0.578 -8.684
H -1.250 0.011 -6.308
H 0.265 -1.683 -5.716
H 0.958 -3.818 -4.258
H 0.278 3.635 -4.672
H -0.218 4.960 -2.388
H 2.510 -1.641 4.069
H 3.844 -1.634 6.146
H 5.542 0.126 6.527
H 5.912 1.862 4.803
H 4.562 1.854 2.731
N -2.047 0.458 -0.772
C -2.480 0.077 -2.066
C -2.967 1.018 -2.961
C -3.370 0.631 -4.229
C -3.277 -0.701 -4.601
C -2.785 -1.637 -3.705
C -2.388 -1.270 -2.424
C -1.926 -2.271 -1.433
C -2.600 -3.495 -1.388
C -2.278 -4.463 -0.455
C -1.280 -4.203 0.471
C -0.604 -2.994 0.431
C -0.881 -2.014 -0.524
H -2.159 1.450 -0.595
H -2.483 -0.085 -0.035
H -3.025 2.058 -2.656
H -3.755 1.371 -4.920
H -3.580 -1.014 -5.594
H -2.670 -2.670 -4.007
H -3.410 -3.677 -2.086
H -2.816 -5.404 -0.435
H -1.034 -4.934 1.231
H 0.162 -2.817 1.176
C -2.384 2.921 9.922
C -2.191 2.617 8.459
O -1.604 3.314 7.681
S -2.931 1.051 8.012
C -2.340 0.810 6.354
C -1.030 0.391 6.146
C -0.591 0.126 4.863
C -1.455 0.260 3.769
C -2.765 0.697 3.997
C -3.205 0.971 5.281
C -0.994 -0.015 2.451
C -0.544 -0.184 1.337
H -1.581 2.435 10.478
H -3.334 2.526 10.280
H -2.329 3.995 10.091
H -0.362 0.279 6.989
H 0.432 -0.185 4.691
H -3.435 0.827 3.157
H -4.217 1.312 5.454
```

Output
<S²>   8.821
Calculated total energy   -92086.9109 eV
Multiplicity   6
Net charge   -1
HOMO level (spin up / spin down)   -2.41 / -4.44 eV


> Among the records above, which one has the lowest multiplicity?

C66H185N9O37


> Among the records above, which one has the lowest calculated total energy?

C66H185N9O37